DFT (ωB97M-V with the def2-TZVPD basis set) results for an isolated ion of composition C4H9O2 and charge +1 at a distorted geometry.

Properties
- energy (eV) = -8379.0150
- net charge = +1
- LUMO level (eV) = -3.018
- HOMO (eV) = -15.806
- gap between HOMO and LUMO (eV) = 12.788
- energy relative to the best compared isomer or geometry (same formula, charge and spin) (kJ/mol) = 180.3

Last column: natural (NBO) charge in e.
Positions of all 15 atoms, in Å:
1 C 1.50534 -0.64396 0.44423  -0.094
2 C 0.23414 -1.00405 -0.51913  -0.117
3 C 0.64655 1.25050 -0.61432  0.256
4 C -1.43256 0.39901 0.66894  -0.272
5 O 1.45694 0.76980 0.32951  -0.502
6 O -0.55267 0.20080 -0.52383  -0.347
7 H 1.20359 -0.90374 1.52912  0.233
8 H 2.41320 -0.90819 -0.04414  0.233
9 H 0.51254 -1.27867 -1.53082  0.240
10 H -0.43549 -1.74310 -0.08962  0.228
11 H 0.15621 2.10948 -0.13656  0.217
12 H 0.97401 1.29988 -1.69577  0.223
13 H -2.16647 1.18560 0.48201  0.247
14 H -1.94412 -0.50061 0.78235  0.223
15 H -0.89733 0.63569 1.65234  0.234


DFT (ωB97M-V with the def2-TZVPD basis set) results for C25H14F3I2N2O2S2Sr as an isolated structure.

Properties
- energy (eV) = -80092.0344
- net charge = -1
- LUMO level (eV) = 2.024
- HOMO (eV) = -5.158
- gap between HOMO and LUMO (eV) = 7.182
- energy relative to the best compared isomer or geometry (same formula, charge and spin) (kJ/mol) = 0.0

Last column: natural (NBO) charge in e.
Positions of all 51 atoms, in Å:
1 Sr -0.12231 0.05700 0.05756  1.793
2 I 0.60814 0.52729 5.48563  0.127
3 C 2.13321 0.35077 4.08622  -0.315
4 C 3.45854 0.27788 4.52394  -0.223
5 C 4.50205 0.15156 3.64730  -0.210
6 I 6.44466 0.06167 4.40774  0.101
7 C 4.24414 0.08875 2.25115  -0.113
8 C 5.24680 -0.03962 1.26693  -0.133
9 C 4.90556 -0.08393 -0.05545  -0.265
10 C 3.54784 -0.00269 -0.39882  0.047
11 N 2.58530 0.10980 0.48425  -0.480
12 C 2.90150 0.15787 1.80224  0.080
13 C 1.78372 0.29752 2.73128  0.444
14 O 0.59482 0.37204 2.29931  -0.847
15 H 3.64896 0.32434 5.58835  0.229
16 H 6.28293 -0.10061 1.57152  0.222
17 H 5.65317 -0.18146 -0.82981  0.216
18 H 3.25440 -0.03553 -1.44363  0.185
19 F -2.96573 4.93282 -1.64060  -0.321
20 C -3.35072 4.54019 -0.41209  0.985
21 F -4.53690 5.16434 -0.18203  -0.345
22 F -2.48511 5.06407 0.46949  -0.315
23 C -3.49169 3.04916 -0.29399  -0.245
24 C -4.73492 2.51488 -0.02406  -0.112
25 C -4.89025 1.13886 0.08847  -0.323
26 C -3.75899 0.36332 -0.07303  0.075
27 N -2.56137 0.86407 -0.34466  -0.602
28 C -2.37059 2.19583 -0.46813  0.100
29 S -0.78043 2.77405 -0.86592  -0.463
30 H -5.58227 3.17430 0.10033  0.226
31 H -5.84887 0.68972 0.30073  0.218
32 H -3.79936 -0.71755 0.01686  0.202
33 C -2.77442 -4.07980 6.77223  -0.727
34 C -1.84611 -4.93087 7.59871  0.426
35 O -2.06040 -5.20001 8.75460  -0.570
36 S -0.40787 -5.65525 6.83735  0.233
37 C -0.36264 -4.95614 5.20614  -0.232
38 C -0.91142 -5.65421 4.13195  -0.214
39 C -0.89076 -5.11010 2.86203  -0.201
40 C -0.32186 -3.84900 2.62933  -0.133
41 C 0.24081 -3.16766 3.71477  -0.130
42 C 0.22829 -3.71811 4.98246  -0.231
43 C -0.31499 -3.24326 1.33763  -0.201
44 C -0.24245 -2.58863 0.30438  -0.556
45 H -3.31126 -3.41903 7.44967  0.235
46 H -3.49117 -4.74545 6.28737  0.240
47 H -2.26569 -3.51473 5.99728  0.247
48 H -1.36390 -6.62306 4.30344  0.214
49 H -1.32179 -5.64798 2.02832  0.217
50 H 0.67986 -2.19148 3.55441  0.219
51 H 0.66656 -3.17057 5.80831  0.225


DFT (ωB97M-V with the def2-TZVPD basis set) results for an isolated ion of composition C10H20N3 and charge +1 at a distorted geometry.

Properties
- energy (eV) = -15154.3414
- net charge = +1
- LUMO level (eV) = -2.408
- HOMO (eV) = -13.756
- SMILES string = C=N[C@H](CC)[N@@H+]1C(C)=N[C@@H](C)[C@H]1C
- gap between HOMO and LUMO (eV) = 11.348
- energy relative to the best compared isomer or geometry (same formula, charge and spin) (kJ/mol) = 456.9

Last column: natural (NBO) charge in e.
Positions of all 33 atoms, in Å:
1 C 3.13228 1.57971 0.90676  0.000
2 N 2.35020 0.96518 0.16896  -0.436
3 C 1.22005 0.15995 0.63935  0.080
4 C 1.79380 -1.27141 0.61209  -0.418
5 C 2.42990 -1.70945 -0.74028  -0.629
6 N 0.01380 0.20540 -0.25474  -0.457
7 C -0.81682 1.55252 -0.37837  0.461
8 C -0.15658 2.50686 -1.33560  -0.673
9 N -1.87876 1.46814 0.24331  -0.353
10 C -2.11446 0.16460 0.91727  -0.071
11 C -3.60035 -0.20184 0.72504  -0.589
12 C -1.03082 -0.72497 0.27672  -0.060
13 C -1.68679 -1.57150 -0.84111  -0.646
14 H 2.96147 1.57137 1.91707  0.161
15 H 3.86966 1.98721 0.35077  0.204
16 H 1.05150 0.31576 1.75461  0.215
17 H 2.48355 -1.43786 1.31013  0.233
18 H 1.07596 -1.93521 0.95629  0.210
19 H 2.57467 -0.86228 -1.38817  0.223
20 H 1.82723 -2.55622 -1.27781  0.218
21 H 3.38462 -2.00173 -0.68075  0.232
22 H 0.44491 0.13293 -1.20486  0.460
23 H 0.24894 2.01496 -2.11701  0.225
24 H 0.64540 2.92123 -0.60620  0.263
25 H -0.92694 3.28821 -1.73507  0.282
26 H -1.77088 0.40894 1.87355  0.217
27 H -4.14607 0.70692 1.27430  0.245
28 H -3.74331 -1.01138 1.35305  0.229
29 H -3.83367 -0.19561 -0.23445  0.213
30 H -0.43858 -1.17216 1.08709  0.235
31 H -0.83938 -1.79275 -1.60817  0.221
32 H -2.45216 -0.90802 -1.35688  0.234
33 H -2.07235 -2.59750 -0.60691  0.271


DFT (ωB97M-V with the def2-TZVPD basis set) results for a 2-piece molecular cluster, C2H5NO overall at a distorted geometry.

Properties
- energy (eV) = -5690.0616
- net charge = 0
- LUMO level (eV) = 1.010
- HOMO (eV) = -9.295
- SMILES string = C=N.C=O
- gap between HOMO and LUMO (eV) = 10.305
- energy relative to the best compared isomer or geometry (same formula, charge and spin) (kJ/mol) = 305.7

Last column: natural (NBO) charge in e.
Positions of all 9 atoms, in Å:
1 C 0.64873 0.49674 0.19179  -0.056
2 N 0.15035 -0.52267 -0.34323  -0.566
3 H 0.52257 1.41236 -0.37916  0.157
4 H 1.49058 0.50269 0.96226  0.142
5 H 0.29598 -1.39128 0.21630  0.325
6 C -3.23895 0.52294 0.31775  0.281
7 O -2.07118 0.46912 0.06526  -0.483
8 H -3.91949 -0.15521 0.79959  0.115
9 H -3.70846 1.49181 0.02382  0.085


DFT (ωB97M-V with the def2-TZVPD basis set) results for a 2-piece molecular cluster, C8H6N2O overall at a distorted geometry.

Properties
- energy (eV) = -13414.1138
- net charge = 0
- LUMO level (spin up / spin down) (eV) = -1.811 / -1.778
- HOMO (spin up / spin down) (eV) = -8.222 / -8.358
- gap between HOMO and LUMO (spin up / spin down) (eV) = 6.411 / 6.580
- energy relative to the best compared isomer or geometry (same formula, charge and spin) (kJ/mol) = 694.0

Last column: natural (NBO) charge in e.
Positions of all 17 atoms, in Å:
1 C -4.24415 0.48451 0.31907  0.064
2 C 1.77615 0.47609 0.64218  -0.128
3 C 0.68437 1.27605 0.31876  -0.249
4 C 1.63237 -0.90488 0.74519  -0.227
5 C -0.54754 0.70749 0.09221  -0.066
6 C 0.40990 -1.49320 0.52451  -0.140
7 C -0.69784 -0.68733 0.19034  -0.036
8 C -3.55777 0.29919 -0.79818  -0.215
9 N -4.75943 0.78546 1.33072  -0.284
10 N -1.91747 -1.22106 -0.02952  0.177
11 O -2.21792 -2.40300 -0.04933  -0.264
12 H 2.74324 0.92239 0.80085  0.222
13 H 0.80248 2.34673 0.24321  0.228
14 H 2.48813 -1.51060 0.99971  0.225
15 H -1.41865 1.29093 -0.16837  0.256
16 H 0.26804 -2.56138 0.59580  0.236
17 H -3.76509 -0.21420 -1.71084  0.201


DFT (ωB97M-V with the def2-TZVPD basis set) results for C26H27CrN2O5 as an isolated structure.

Properties
- energy (eV) = -69041.5881
- net charge = -2
- LUMO level (spin up / spin down) (eV) = 4.225 / 4.225
- HOMO (spin up / spin down) (eV) = -0.774 / -0.970
- gap between HOMO and LUMO (spin up / spin down) (eV) = 5.000 / 5.195
- <S²> = 0.778
- energy relative to the best compared isomer or geometry (same formula, charge and spin) (kJ/mol) = 0.0
- 2S+1 = 2

Last column: natural (NBO) charge in e.
Positions of all 61 atoms, in Å:
1 Cr 0.64965 0.65995 0.48572  0.979
2 O 6.36348 2.76518 1.33721  -0.677
3 C 5.07309 2.32982 1.17459  0.321
4 C 4.06689 3.18923 0.74920  -0.322
5 C 2.79355 2.67700 0.60675  0.146
6 N 2.53327 1.39828 0.85218  -0.454
7 C 3.48317 0.57722 1.29241  0.144
8 C 4.78550 1.00266 1.46404  -0.293
9 C 2.95962 -0.81996 1.62276  0.745
10 O 3.76596 -1.66179 2.02644  -0.711
11 O 1.71187 -0.92868 1.44176  -0.685
12 C 1.55924 3.48649 0.21951  0.745
13 O 1.71146 4.68560 -0.03850  -0.720
14 O 0.49955 2.79975 0.24825  -0.682
15 H 6.38786 3.69804 1.10231  0.471
16 H 4.23372 4.23950 0.53798  0.228
17 H 5.53439 0.31170 1.82443  0.242
18 C -0.33907 0.97070 2.35133  -0.780
19 C -1.24598 -0.14134 2.65109  0.018
20 C -0.83492 -1.27939 3.36811  -0.190
21 C -1.68865 -2.34699 3.59540  -0.232
22 C -2.99559 -2.33248 3.11945  -0.301
23 C -3.42226 -1.22066 2.39918  -0.217
24 C -2.56991 -0.15298 2.17369  -0.240
25 H 0.45762 1.05939 3.09900  0.185
26 H -0.86927 1.92263 2.26618  0.193
27 H 0.19160 -1.32650 3.71256  0.204
28 H -1.32283 -3.21229 4.13992  0.186
29 H -3.65740 -3.17517 3.28514  0.183
30 H -4.42995 -1.19182 1.99593  0.187
31 H -2.91214 0.69401 1.58789  0.203
32 C 1.32358 -2.72943 -1.41559  -0.600
33 C -0.18089 -2.95452 -1.24177  -0.222
34 C -0.58619 -2.99730 0.23357  -0.590
35 C -1.01895 -1.97413 -2.04386  -0.046
36 C -1.84010 -2.49397 -3.03499  -0.212
37 C -2.65980 -1.69491 -3.82026  -0.305
38 C -2.64370 -0.32724 -3.58755  -0.213
39 C -1.84629 0.25143 -2.60917  -0.054
40 C -1.91281 1.76008 -2.44927  -0.219
41 C -2.44249 2.19229 -1.07890  -0.593
42 C -0.58061 2.43323 -2.79093  -0.601
43 C -0.99625 -0.56516 -1.80115  0.172
44 N -0.19234 -0.02394 -0.85102  -0.732
45 H 1.88953 -3.45968 -0.83010  0.194
46 H 1.60131 -1.73652 -1.06948  0.236
47 H 1.60521 -2.82799 -2.46872  0.180
48 H -0.40406 -3.94333 -1.66422  0.168
49 H -0.39714 -2.04540 0.72237  0.241
50 H -0.00925 -3.75990 0.76603  0.187
51 H -1.64964 -3.23025 0.33488  0.194
52 H -1.83636 -3.57009 -3.18998  0.180
53 H -3.29518 -2.12567 -4.58614  0.181
54 H -3.27849 0.32419 -4.18354  0.179
55 H -2.64536 2.10330 -3.19188  0.169
56 H -1.76725 1.88620 -0.28321  0.240
57 H -3.42522 1.74596 -0.89831  0.185
58 H -2.53855 3.28155 -1.03618  0.188
59 H 0.20967 2.05847 -2.14405  0.239
60 H -0.64256 3.51536 -2.64593  0.196
61 H -0.31331 2.23026 -3.83261  0.180


DFT (ωB97M-V with the def2-TZVPD basis set) results for an isolated ion of composition C3H3BNO3S2 and charge -1 at a distorted geometry.

Properties
- energy (eV) = -33137.7699
- net charge = -1
- LUMO level (spin up / spin down) (eV) = 2.800 / 2.362
- HOMO (spin up / spin down) (eV) = -3.625 / -3.794
- gap between HOMO and LUMO (spin up / spin down) (eV) = 6.425 / 6.156
- energy relative to the best compared isomer or geometry (same formula, charge and spin) (kJ/mol) = 395.3

Last column: natural (NBO) charge in e.
Positions of all 13 atoms, in Å:
1 B -0.73523 0.29430 0.07680  0.996
2 C 0.19533 1.37371 0.05354  -0.379
3 C 1.16866 2.19556 0.45220  0.077
4 C 2.01488 -0.40714 0.01152  0.058
5 N 2.86084 0.54753 0.26570  -0.306
6 O 2.53588 1.81701 0.62025  -0.352
7 O -1.09865 -0.34209 1.28071  -0.888
8 O -1.55353 -0.21598 -1.02798  -0.896
9 S 1.13635 3.90336 0.54229  -0.406
10 S 2.35427 -1.95941 -0.40364  -0.204
11 H 3.84581 0.52331 0.25270  0.387
12 H -1.53948 -1.18293 1.04010  0.457
13 H -2.19959 -0.81254 -0.68872  0.454


DFT (ωB97M-V with the def2-TZVPD basis set) results for one molecule with the formula C5H8O.

Properties
- energy (eV) = -7358.6811
- net charge = 0
- LUMO level (eV) = 0.928
- HOMO (eV) = -9.497
- SMILES string = CCC#CCO
- gap between HOMO and LUMO (eV) = 10.425
- energy relative to the best compared isomer or geometry (same formula, charge and spin) (kJ/mol) = 344.9

Last column: natural (NBO) charge in e.
Positions of all 14 atoms, in Å:
1 C 1.03570 -1.64197 -0.19592  -0.599
2 C 0.33848 -0.75153 -1.22717  -0.435
3 C -1.02557 -0.33098 -0.77881  -0.048
4 C -1.21069 0.74749 -0.25180  0.012
5 C -0.92095 1.81709 0.68495  -0.157
6 O -0.29179 1.29759 1.84361  -0.699
7 H 0.80445 -2.70138 -0.33226  0.209
8 H 2.11762 -1.49742 -0.27596  0.213
9 H 0.74278 -1.36399 0.82260  0.210
10 H 0.85567 0.21795 -1.27316  0.195
11 H 0.36137 -1.15586 -2.23351  0.217
12 H -1.84384 2.35517 0.89947  0.195
13 H -0.19470 2.51807 0.24152  0.214
14 H -0.76853 0.48978 2.07645  0.472